Entry 1:
{"formula": "C2H2N2O3", "method": "ωB97M-V with the def2-TZVPD basis set", "symbols": ["C", "C", "H", "H", "N", "N", "O", "O", "O"], "coordinates": [[-1.1878, 0.0682, -0.1021], [0.9177, -0.1662, -0.6714], [1.1035, -0.1962, 1.8783], [-1.9944, 0.3635, 0.5095], [-0.0004, -0.2927, 0.4011], [-1.2609, 0.2626, -1.3649], [0.1774, -0.0255, 1.7962], [0.1333, 0.0212, -1.7915], [2.1115, -0.0349, -0.6552]], "mulliken_charge": [-0.14, 0.58, 0.34, 0.42, 0.15, -0.28, -0.36, -0.21, -0.52], "e_lumo_ha": 0.0164, "charge": 0, "gap_ev": 10.62, "e_homo_ev": -10.2, "mol_weight_g_mol": 102.05, "max_force_ev_per_a": 2.04, "smiles": "O=c1oncn1O", "e_above_lowest_kcal_mol": 70.9, "e_tot_ev": -11225.7311, "multiplicity": 1}

Entry 2:
{"formula": "C43H43I2N7OSbTi", "method": "ωB97M-V with the def2-TZVPD basis set", "symbols": ["Ti", "I", "C", "C", "C", "I", "C", "O", "C", "C", "N", "C", "C", "C", "C", "C", "C", "N", "C", "H", "H", "H", "H", "H", "H", "H", "H", "H", "H", "H", "C", "C", "C", "C", "C", "C", "N", "C", "C", "C", "C", "C", "C", "N", "N", "C", "C", "C", "C", "C", "N", "H", "H", "H", "H", "H", "H", "H", "H", "H", "H", "H", "H", "H", "C", "C", "Sb", "C", "C", "C", "C", "H", "H", "H", "H", "H", "H", "H", "H", "H", "H", "H", "H", "H", "H", "H", "N", "C", "C", "C", "C", "C", "C", "C", "H", "H", "H", "H"], "coordinates": [[0.8296, 0.3159, 0.6426], [1.2663, 6.8150, 5.0894], [1.0656, 4.9532, 4.0945], [1.3828, 3.7854, 4.7618], [1.2340, 2.6026, 4.0818], [1.6797, 0.7781, 5.0314], [0.7860, 2.4862, 2.7438], [0.6670, 1.3215, 2.2173], [0.4835, 3.7193, 2.1040], [0.0849, 3.7989, 0.6486], [-0.5381, 2.6041, 0.1119], [-1.9100, 2.4142, 0.5674], [-2.0018, 1.2229, 1.4793], [-2.7825, 1.2427, 2.6075], [-2.9585, 0.0816, 3.3643], [-2.3483, -1.0806, 2.8875], [-1.5591, -1.0199, 1.7649], [-1.3245, 0.1135, 1.0433], [0.6213, 4.9151, 2.7856], [1.7378, 3.7955, 5.7811], [-0.5857, 4.6724, 0.5277], [0.9901, 3.9945, 0.0607], [-0.4921, 2.6545, -0.9028], [-2.2936, 3.3166, 1.0683], [-2.5594, 2.2190, -0.2949], [-3.2790, 2.1572, 2.9044], [-3.5740, 0.0760, 4.2486], [-2.4841, -2.0249, 3.3988], [-1.0999, -1.9121, 1.3619], [0.3859, 5.8394, 2.2751], [1.0960, -5.5739, -0.2919], [2.1067, -4.7837, -0.8167], [1.8927, -3.4439, -1.0487], [0.6659, -2.8329, -0.7395], [-0.3553, -3.6539, -0.2560], [-0.1350, -4.9989, -0.0249], [0.5106, -1.4636, -0.9226], [0.8213, -1.0204, -2.1577], [0.8088, -1.8093, -3.3249], [1.0996, -1.2688, -4.5545], [1.4370, 0.0798, -4.6837], [1.4946, 0.8824, -3.5696], [1.1934, 0.3546, -2.2984], [1.4087, 0.9869, -1.1333], [2.0761, 2.1600, -1.1843], [2.8288, 2.3541, -0.1090], [3.6301, 3.5235, -0.0121], [4.4706, 3.6662, 1.0520], [4.5358, 2.6459, 2.0116], [3.7219, 1.5414, 1.8603], [2.8713, 1.3829, 0.8519], [1.2577, -6.6241, -0.0980], [3.0696, -5.2185, -1.0470], [2.6733, -2.8331, -1.4804], [-1.3416, -3.2365, -0.1046], [-0.9404, -5.6109, 0.3582], [0.5606, -2.8567, -3.2397], [1.0596, -1.9005, -5.4298], [1.6738, 0.4819, -5.6590], [1.7922, 1.9204, -3.6341], [3.5605, 4.2545, -0.8024], [5.0842, 4.5497, 1.1580], [5.2175, 2.7181, 2.8436], [3.7688, 0.7317, 2.5839], [-2.4114, -2.3674, -4.1377], [-3.4780, -1.7629, -3.2464], [-2.5810, -0.4533, -1.6996], [-4.4750, -0.3053, -0.5382], [-5.7374, 0.0646, -1.2936], [-2.9988, 1.3310, -2.9619], [-1.8224, 1.6529, -3.8678], [-2.8483, -2.9812, -4.9276], [-1.7404, -2.9929, -3.5552], [-1.8124, -1.5883, -4.6041], [-4.0286, -2.5557, -2.7393], [-4.1812, -1.1882, -3.8478], [-4.2916, 0.4159, 0.2593], [-4.5953, -1.2798, -0.0618], [-5.6796, 1.0846, -1.6667], [-6.6050, 0.0011, -0.6338], [-5.8993, -0.6086, -2.1320], [-3.2281, 2.1852, -2.3209], [-3.8828, 1.1133, -3.5624], [-0.9648, 2.0032, -3.2941], [-2.0878, 2.4217, -4.5970], [-1.5079, 0.7656, -4.4144], [3.4009, -6.1086, 3.2460], [3.1070, -5.0435, 2.9253], [2.7389, -3.7450, 2.5348], [1.6026, -3.1459, 3.0856], [1.1985, -1.9055, 2.6344], [1.8401, -1.2322, 1.5829], [3.0321, -1.8159, 1.1293], [3.4884, -3.0367, 1.5919], [1.0439, -3.6618, 3.8575], [0.3436, -1.4461, 3.1230], [3.6191, -1.3028, 0.3700], [4.4028, -3.4739, 1.2098]], "mulliken_charge": [-0.90, -0.02, -0.57, -0.29, -0.28, -0.01, -1.34, 1.62, 1.55, -2.07, 0.18, -1.44, 0.86, -0.54, -1.21, -0.87, -0.73, 1.82, -0.67, 0.43, 0.72, 0.41, 0.12, 0.58, -0.19, 0.52, 0.48, 0.53, 0.64, 0.47, -0.65, -0.94, 0.33, -0.78, -0.18, -0.87, 1.48, -0.67, -0.18, -0.97, -0.77, -0.40, 0.08, 2.31, -1.54, -0.48, -0.92, -0.31, -1.08, -0.14, 0.67, 0.40, 0.41, 0.48, 0.29, 0.41, 0.70, 0.38, 0.35, 0.42, 0.53, 0.40, 0.43, 0.45, -0.93, -0.96, -0.56, -0.43, -1.36, -0.83, -0.95, 0.45, 0.12, 0.19, 0.51, 0.47, 0.19, 0.53, 0.28, 0.41, 0.31, 0.53, 0.54, 0.17, 0.45, 0.11, -0.66, -0.17, 0.54, -1.60, -0.69, 1.98, -0.30, -1.02, 0.52, 0.79, 0.51, 0.47], "e_lumo_ha": [0.0617, 0.0604], "charge": -1, "gap_ev": [5.07, 5.07], "e_homo_ev": [-3.4, -3.4], "mol_weight_g_mol": 1097.30, "max_force_ev_per_a": 3.51, "e_above_lowest_kcal_mol": 64.2, "e_tot_ev": -103623.0883, "multiplicity": 1}

Entry 3:
{"formula": "C32H32Cl6N6", "method": "ωB97M-V with the def2-TZVPD basis set", "symbols": ["N", "C", "C", "C", "C", "C", "H", "H", "H", "H", "H", "N", "C", "C", "C", "C", "C", "H", "H", "H", "H", "H", "N", "C", "C", "C", "C", "C", "H", "H", "H", "H", "H", "N", "C", "C", "C", "C", "C", "H", "H", "H", "H", "H", "N", "C", "C", "C", "C", "C", "H", "H", "H", "H", "H", "N", "C", "C", "C", "C", "C", "H", "H", "H", "H", "H", "C", "Cl", "Cl", "Cl", "H", "C", "Cl", "Cl", "Cl", "H"], "coordinates": [[-2.7232, 13.8819, -21.9449], [-3.2907, 15.0548, -22.2441], [-4.5685, 15.4217, -21.8681], [-5.2921, 14.6270, -20.9395], [-4.7837, 13.3270, -20.6293], [-3.4547, 13.0268, -21.1440], [-2.7040, 15.8060, -22.7520], [-5.0056, 16.3776, -22.1164], [-6.3462, 14.8383, -20.8368], [-5.4478, 12.6154, -20.1613], [-3.0996, 12.0251, -20.9520], [-9.3356, 10.5771, -17.8953], [-9.9619, 9.3625, -17.9796], [-10.1904, 8.6494, -19.1540], [-9.4634, 9.0848, -20.3092], [-8.6522, 10.2585, -20.1846], [-8.6506, 10.9210, -18.9367], [-10.4878, 9.0123, -17.1038], [-10.8960, 7.8318, -19.1659], [-9.4423, 8.5436, -21.2436], [-7.8287, 10.4769, -20.8483], [-7.8395, 11.6158, -18.7761], [-5.3579, 11.8254, -15.8884], [-6.0701, 10.8102, -16.4717], [-7.4937, 10.6588, -16.4859], [-8.1305, 11.5899, -15.6369], [-7.4227, 12.5345, -14.8861], [-6.0344, 12.6741, -15.1077], [-5.5812, 9.9797, -16.9593], [-8.0726, 9.9048, -16.9987], [-9.2094, 11.5830, -15.5889], [-8.0177, 13.2167, -14.2970], [-5.4581, 13.4058, -14.5609], [-5.0827, 16.4879, -14.8398], [-6.0608, 15.7421, -15.4050], [-5.8435, 14.5549, -16.1583], [-4.5599, 14.0882, -16.2103], [-3.5237, 14.7613, -15.6064], [-3.8396, 15.9595, -14.9191], [-7.0422, 16.1746, -15.2772], [-6.6781, 14.1115, -16.6810], [-4.2994, 13.1726, -16.7205], [-2.5480, 14.3270, -15.4459], [-3.1107, 16.4162, -14.2661], [-8.6529, 15.4430, -18.3342], [-7.5145, 14.8317, -17.8576], [-7.5591, 13.4721, -17.4053], [-8.7384, 12.7328, -17.5623], [-9.8470, 13.3877, -18.0553], [-9.7894, 14.6735, -18.4594], [-6.5963, 15.3985, -17.9046], [-6.7154, 12.9444, -16.9855], [-8.7553, 11.7593, -17.0950], [-10.8055, 12.8993, -18.1511], [-10.5407, 15.0962, -19.1100], [-4.0447, 6.8757, -16.1131], [-4.3255, 7.1779, -17.3770], [-4.3294, 8.4710, -17.8487], [-3.9608, 9.4954, -17.0080], [-3.7628, 9.2833, -15.6396], [-3.7516, 7.9323, -15.2782], [-4.3703, 6.3549, -18.0749], [-4.4130, 8.6662, -18.9076], [-4.0489, 10.5235, -17.3268], [-3.5263, 10.0361, -14.9022], [-3.5591, 7.6522, -14.2531], [-1.7452, 12.4780, -17.4599], [-1.2837, 12.1107, -19.0944], [-3.0076, 11.3136, -16.8307], [-2.5556, 14.0997, -17.3485], [-0.8705, 12.4774, -16.8094], [-4.9473, 11.8052, -18.4355], [-6.7173, 11.8921, -18.6121], [-4.2176, 13.4308, -18.4161], [-4.2848, 10.8480, -19.7687], [-4.5962, 11.3399, -17.5145]], "mulliken_charge": [-0.62, -0.46, -0.52, -0.30, 1.16, -0.67, 0.37, 0.40, 0.43, -0.19, 0.63, -0.12, -0.19, -0.86, -0.43, -0.98, 0.52, 0.46, 0.42, 0.45, 0.46, -0.18, 0.58, 0.30, -1.31, -0.16, -0.90, -0.75, -0.44, 0.64, 0.59, 0.37, 1.17, -0.71, -0.44, -0.44, 1.02, -0.20, -0.90, 0.49, 0.36, -0.07, 0.39, 0.42, -0.88, -1.12, 1.70, 0.79, -0.80, -0.82, 1.19, -0.51, -0.03, 0.42, 0.39, -0.65, -0.53, -0.34, 0.62, -0.24, -0.81, 0.43, 0.45, 0.80, 0.52, 0.39, -0.02, -0.05, 0.13, -0.25, 0.53, 0.91, 0.28, 0.20, -0.31, -2.17], "e_lumo_ha": -0.0122, "charge": 0, "gap_ev": 7.24, "e_homo_ev": -7.6, "mol_weight_g_mol": 713.37, "max_force_ev_per_a": 18.47, "e_above_lowest_kcal_mol": 912.0, "e_tot_ev": -117737.0680, "multiplicity": 1}

Entry 4:
{"formula": "C4H12NO3", "method": "ωB97M-V with the def2-TZVPD basis set", "symbols": ["C", "N", "C", "C", "O", "C", "O", "H", "H", "H", "H", "H", "H", "H", "H", "H", "H", "H", "H", "O"], "coordinates": [[-1.4261, 0.8974, -1.7490], [-0.0585, 0.7759, -1.2175], [0.0589, -0.1924, -0.1497], [-0.2547, 0.2566, 1.3535], [-0.3226, -0.7976, 2.1662], [-0.5990, -1.5555, -0.3744], [0.0295, -2.5424, 0.4292], [-1.2602, 1.4353, -2.6911], [-2.0121, 0.0162, -2.0295], [-1.9982, 1.6546, -1.2141], [0.4880, 0.5441, -2.0206], [1.1021, -0.4583, 0.0903], [0.5929, 0.9688, 1.5520], [-1.1342, 0.9395, 1.4366], [0.0722, -2.0107, 1.2945], [-1.6251, -1.6217, 0.0017], [-0.6397, -1.9043, -1.4265], [2.3362, 2.4710, 0.7716], [1.4240, 2.6292, -0.4628], [2.3537, 2.6585, -0.1917]], "mulliken_charge": [-1.07, -0.13, -0.21, -0.02, -0.90, -0.64, -0.67, 0.38, 0.33, 0.28, 0.29, 0.34, -0.06, 0.20, 0.34, 0.26, 0.31, 0.33, 0.33, -0.70], "e_lumo_ha": 0.1370, "charge": -1, "gap_ev": 7.02, "e_homo_ev": -3.3, "mol_weight_g_mol": 122.14, "max_force_ev_per_a": 2.12, "e_above_lowest_kcal_mol": 34.7, "e_tot_ev": -11974.4470, "multiplicity": 1}